# 1
{
  "formula": "C48H41BrN9O3STi",
  "method": "wB97M-V/def2-TZVPD",
  "lumo_energy_ev": -3.5,
  "e_above_lowest_ev": 0.900,
  "max_force_ha_per_bohr": 0.0324,
  "charge": 1,
  "energy_ha": -6393.8556,
  "species": ["Ti", "C", "C", "C", "C", "C", "N", "C", "C", "C", "C", "C", "C", "C", "N", "C", "C", "C", "N", "C", "C", "N", "C", "C", "C", "N", "H", "H", "H", "H", "H", "H", "H", "H", "H", "H", "H", "H", "H", "H", "H", "H", "H", "H", "N", "C", "S", "N", "N", "C", "C", "C", "C", "C", "C", "C", "C", "C", "C", "C", "C", "N", "H", "H", "H", "H", "H", "H", "H", "H", "H", "H", "H", "C", "C", "O", "C", "C", "C", "C", "C", "C", "H", "H", "H", "H", "H", "H", "H", "H", "Br", "C", "C", "C", "C", "C", "C", "C", "O", "O", "H", "H", "H", "H"],
  "coordinates": [[0.642261, 0.388645, -0.207623], [-0.423618, -5.046385, -3.658981], [0.182452, -4.054297, -2.706668], [0.277977, -4.320166, -1.342960], [0.819115, -3.397533, -0.471572], [1.305517, -2.166626, -0.921087], [1.814870, -1.179940, -0.066263], [2.844816, -1.501283, 0.807198], [3.400236, -2.792554, 0.867360], [4.423591, -3.124862, 1.725951], [4.993975, -2.173143, 2.564240], [6.091152, -2.533979, 3.525236], [4.518853, -0.879685, 2.460885], [3.472424, -0.528205, 1.610198], [3.124832, 0.846688, 1.524923], [3.708323, 1.865112, 2.188702], [3.245985, 3.047521, 1.662927], [2.345287, 2.668929, 0.677454], [2.284004, 1.336797, 0.589561], [1.228187, -1.917123, -2.301971], [0.658759, -2.837077, -3.168971], [1.797236, -0.721702, -2.802875], [2.405757, -0.522982, -3.993581], [3.009795, 0.710967, -3.943007], [2.712783, 1.210146, -2.670611], [1.986891, 0.336671, -1.988624], [-0.741545, -5.945791, -3.135300], [0.299130, -5.333647, -4.423797], [-1.288941, -4.618057, -4.169184], [-0.106584, -5.255774, -0.954874], [0.862364, -3.609361, 0.588941], [3.029932, -3.551878, 0.197417], [4.796359, -4.141858, 1.740072], [6.633949, -3.412955, 3.181265], [5.674216, -2.771135, 4.506731], [6.798885, -1.715493, 3.652171], [5.004509, -0.120231, 3.057113], [4.408804, 1.719103, 2.988623], [3.496784, 4.047983, 1.966219], [1.723422, 3.301759, 0.062888], [0.584010, -2.598196, -4.224214], [2.403572, -1.265496, -4.772396], [3.588794, 1.180437, -4.718735], [3.005869, 2.143050, -2.217887], [1.294691, 4.505851, -2.364067], [0.315873, 3.726229, -1.814319], [-0.633187, 4.311350, -0.552526], [0.179102, 2.547268, -2.407300], [-0.324479, 1.469643, -1.856441], [-1.245243, 0.821103, -2.514962], [-1.801188, 1.318450, -3.798355], [-0.974054, 1.422068, -4.914511], [-1.486447, 1.856461, -6.125554], [-2.825767, 2.205749, -6.230800], [-3.648557, 2.126938, -5.117726], [-3.140114, 1.683813, -3.906394], [-1.748387, -0.386978, -1.897453], [-2.791261, -1.123511, -2.464553], [-3.321828, -2.194759, -1.779993], [-2.798707, -2.513831, -0.535689], [-1.727261, -1.784601, -0.066248], [-1.189065, -0.747419, -0.715755], [1.196682, 5.497089, -2.223294], [1.640967, 4.223380, -3.269188], [0.073048, 1.166806, -4.823418], [-0.835968, 1.933119, -6.987334], [-3.223602, 2.551070, -7.175881], [-4.688049, 2.418649, -5.189742], [-3.780472, 1.645152, -3.032863], [-3.180646, -0.831185, -3.427359], [-4.134178, -2.771566, -2.202446], [-3.199991, -3.326031, 0.053125], [-1.288806, -2.028903, 0.887712], [1.040138, -1.085187, 4.133852], [-0.081065, -0.872622, 3.161172], [0.158101, -0.807352, 1.958404], [-1.462415, -0.770239, 3.685683], [-1.754784, -0.928780, 5.041942], [-3.060111, -0.838459, 5.491755], [-4.094448, -0.592454, 4.598356], [-3.814986, -0.421408, 3.249607], [-2.510761, -0.508397, 2.800235], [1.974932, -1.211020, 3.592702], [0.850435, -1.965397, 4.748704], [1.116842, -0.218179, 4.793163], [-0.966288, -1.120494, 5.757308], [-3.275354, -0.959190, 6.545143], [-5.113950, -0.533199, 4.955970], [-4.615248, -0.213344, 2.551148], [-2.288654, -0.353368, 1.754809], [-5.879562, 4.571392, 3.277894], [-4.184572, 3.840462, 2.851795], [-3.162090, 3.905134, 3.785266], [-1.937679, 3.333645, 3.485669], [-1.740302, 2.705810, 2.262836], [-2.765833, 2.685048, 1.320393], [-3.994754, 3.246220, 1.612730], [-0.452516, 2.018268, 1.987341], [0.439416, 1.930892, 2.805885], [-0.361129, 1.450512, 0.789202], [-3.315539, 4.399531, 4.734128], [-1.123927, 3.357441, 4.198616], [-2.588761, 2.235344, 0.352900], [-4.793265, 3.231608, 0.883856]],
  "forces_ev_per_a": [[0.6, -1.0, -1.2], [0.0, 0.1, 0.0], [0.0, 0.0, 0.0], [0.0, 0.0, 0.0], [-0.1, 0.2, 0.1], [0.2, -0.3, -0.6], [-0.4, -0.4, 0.5], [0.3, 0.1, 0.1], [-0.1, 0.1, 0.0], [0.0, 0.0, 0.1], [0.0, -0.1, -0.1], [-0.1, 0.0, 0.1], [0.0, 0.1, 0.1], [0.0, -0.4, -0.2], [0.1, 0.1, 0.2], [-0.1, 0.2, -0.1], [0.0, 0.0, -0.1], [0.2, 0.0, 0.0], [0.4, 0.5, 0.4], [0.1, -0.2, 0.4], [0.0, 0.1, -0.1], [0.1, -0.1, -0.2], [0.1, 0.2, 0.0], [0.0, 0.0, -0.1], [0.1, -0.1, 0.2], [0.0, 0.4, -0.6], [0.0, 0.0, 0.0], [0.0, 0.0, 0.0], [0.0, 0.0, 0.0], [0.0, 0.0, 0.0], [0.0, 0.0, 0.0], [0.0, 0.0, 0.0], [0.0, 0.0, 0.0], [0.0, 0.0, 0.0], [0.0, 0.0, 0.0], [0.0, 0.0, 0.0], [0.0, 0.0, 0.0], [0.0, -0.1, 0.0], [0.0, 0.0, 0.0], [-0.1, 0.0, 0.0], [0.0, 0.0, 0.0], [0.0, -0.1, 0.1], [0.0, 0.0, 0.0], [-0.1, 0.0, 0.0], [0.2, 0.1, -0.2], [-0.6, -0.2, 0.5], [0.1, 0.2, 0.0], [1.1, 0.2, -0.9], [-1.2, -0.5, 0.1], [0.3, 0.6, -0.1], [0.0, 0.1, -0.1], [0.0, -0.1, 0.0], [0.0, 0.0, 0.0], [0.0, 0.0, 0.0], [0.0, 0.0, 0.0], [0.1, 0.0, 0.1], [-0.3, -0.6, 0.2], [0.2, 0.3, 0.0], [0.0, -0.1, 0.2], [-0.1, 0.0, -0.2], [0.1, -0.1, 0.2], [-0.4, -0.2, -0.4], [0.0, 0.0, 0.1], [0.0, 0.0, 0.0], [0.1, 0.0, 0.0], [0.0, 0.0, 0.0], [0.0, 0.0, 0.0], [0.0, 0.0, 0.0], [0.0, 0.0, 0.0], [0.0, 0.0, 0.0], [0.0, 0.0, 0.0], [0.1, 0.0, 0.0], [0.2, 0.0, -0.1], [0.1, 0.1, 0.0], [0.2, 0.0, 0.1], [-0.2, -0.1, 0.3], [-0.3, 0.0, -0.1], [0.1, 0.0, 0.0], [-0.1, 0.0, 0.1], [0.1, 0.0, 0.0], [-0.1, 0.0, 0.0], [0.1, 0.1, 0.0], [0.0, 0.0, 0.0], [0.0, 0.0, 0.0], [0.0, 0.0, 0.0], [0.0, 0.0, 0.0], [0.0, 0.0, 0.0], [0.0, 0.0, 0.0], [0.0, 0.0, 0.0], [0.0, 0.1, 0.1], [0.1, 0.0, 0.0], [-0.1, 0.0, 0.0], [0.0, 0.1, 0.1], [0.1, -0.1, 0.0], [-0.1, -0.1, -0.3], [0.0, -0.1, 0.1], [0.0, 0.0, 0.0], [0.0, 0.4, 1.0], [-0.2, 0.1, -0.2], [-0.6, 0.8, 0.8], [-0.1, 0.0, 0.0], [0.0, 0.0, 0.0], [0.0, 0.0, 0.0], [0.0, 0.0, 0.0]],
  "mulliken_charge": [-1.585, -1.685, 0.357, -1.296, 0.031, -0.446, 1.723, 1.193, -0.772, -1.521, 0.177, -1.648, -0.588, 0.498, -0.280, -0.091, -1.582, -0.304, 1.473, 0.107, -0.560, 0.273, -0.058, -1.797, -0.163, 0.858, 0.391, 0.353, 0.349, 0.374, 0.627, 0.563, 0.400, 0.408, 0.292, 0.375, 0.297, 0.470, 0.531, 0.074, 0.502, 0.521, 0.468, 0.617, -0.280, -0.044, -0.379, -1.486, 2.188, 0.704, -0.886, 0.127, -0.879, -0.522, -0.987, 0.070, 0.224, -0.724, -1.313, -1.973, -0.200, 1.573, 0.280, 0.255, 0.299, 0.451, 0.415, 0.437, 0.533, 0.718, 0.480, 0.644, 1.099, -1.778, 0.519, 0.867, 0.757, -1.037, -0.900, -0.649, -1.156, 0.601, -0.185, 0.590, 0.450, 0.451, 0.441, 0.438, 0.489, 0.373, -0.175, -0.129, -0.681, -0.528, 0.019, 0.229, -0.980, -0.373, -0.615, 1.170, 0.478, 0.520, 0.539, 0.510]
}

---

# 2
{
  "formula": "C48H41Cl4KN5O4P2S2",
  "method": "wB97M-V/def2-TZVPD",
  "lumo_energy_ev": 1.7,
  "e_above_lowest_ev": 1.206,
  "max_force_ha_per_bohr": 0.0682,
  "charge": -1,
  "energy_ha": -6348.5624,
  "species": ["K", "O", "P", "C", "P", "O", "C", "C", "C", "C", "C", "C", "C", "C", "C", "C", "C", "C", "C", "C", "C", "C", "C", "C", "C", "C", "C", "C", "C", "C", "H", "H", "H", "H", "H", "H", "H", "H", "H", "H", "H", "H", "H", "H", "H", "H", "H", "H", "H", "H", "H", "H", "Cl", "C", "C", "C", "C", "C", "Cl", "C", "S", "H", "H", "H", "N", "C", "C", "C", "C", "C", "C", "N", "C", "C", "C", "C", "N", "C", "C", "H", "H", "H", "H", "H", "H", "H", "H", "H", "S", "C", "N", "C", "C", "N", "H", "H", "H", "H", "H", "H", "Cl", "C", "Cl", "C", "O", "O", "H"],
  "coordinates": [[0.096198, 0.669842, -1.319581], [1.914472, 0.895914, -0.018819], [3.115267, 1.137043, -0.870074], [3.088773, 2.773004, -1.692053], [1.472336, 3.636927, -1.466210], [0.152568, 2.915253, -1.534957], [1.493865, 5.214599, -2.348050], [0.305050, 5.651005, -2.926050], [0.252578, 6.889828, -3.551968], [1.386157, 7.694015, -3.602601], [2.572714, 7.255311, -3.030974], [2.625921, 6.017889, -2.404104], [1.624661, 4.274246, 0.252303], [2.594135, 3.913681, 1.183034], [2.547641, 4.398001, 2.485639], [1.533401, 5.254142, 2.875445], [0.558777, 5.630458, 1.957750], [0.603426, 5.142995, 0.662942], [3.540655, -0.230330, -1.958310], [4.086650, -0.100891, -3.230871], [4.439974, -1.234396, -3.944057], [4.248793, -2.496769, -3.388306], [3.705914, -2.626302, -2.118033], [3.353544, -1.492721, -1.396642], [4.613183, 1.155784, 0.160236], [4.497079, 0.760239, 1.489780], [5.626965, 0.700686, 2.298325], [6.869654, 1.039891, 1.780413], [6.989691, 1.427118, 0.448500], [5.864931, 1.479000, -0.360318], [3.297064, 2.685114, -2.755415], [3.838565, 3.408464, -1.217460], [-0.563586, 5.003430, -2.890942], [-0.670739, 7.224914, -4.009870], [1.343191, 8.663424, -4.084564], [3.458902, 7.876841, -3.074778], [3.554429, 5.685136, -1.952208], [3.393534, 3.236382, 0.921037], [3.301690, 4.087515, 3.198641], [1.484892, 5.609985, 3.897606], [-0.240011, 6.296622, 2.261827], [-0.166807, 5.427178, -0.046904], [4.207983, 0.876582, -3.683622], [4.847217, -1.134043, -4.942788], [4.511709, -3.380439, -3.956852], [3.542657, -3.602455, -1.677663], [2.899614, -1.605099, -0.415081], [3.516555, 0.505984, 1.878238], [5.535310, 0.381626, 3.329488], [7.749027, 1.000215, 2.411600], [7.962401, 1.676198, 0.041635], [5.964934, 1.762349, -1.404959], [-0.866172, -1.916420, -1.054408], [-1.179508, -3.479614, -0.358295], [-2.252356, -4.193874, -0.860499], [-2.533332, -5.449631, -0.350014], [-1.722419, -5.952494, 0.658620], [-0.669061, -5.204226, 1.157490], [0.264877, -5.928100, 2.439359], [-0.332945, -3.902344, 0.696695], [0.925514, -2.922709, 1.361668], [-2.852957, -3.766506, -1.654075], [-3.367505, -6.025945, -0.729121], [-1.904972, -6.936542, 1.071957], [-5.418720, 5.372214, 0.434797], [-6.657408, 5.962199, 0.291239], [-7.148855, 7.222580, 0.623038], [-8.475963, 7.466710, 0.328486], [-9.284853, 6.487253, -0.274089], [-8.785619, 5.240285, -0.596050], [-7.446423, 4.976942, -0.308953], [-6.700576, 3.824536, -0.521302], [-5.511662, 4.102387, -0.070046], [-4.365606, 3.168873, -0.068227], [-4.529231, 1.878385, -0.557615], [-3.444570, 1.018934, -0.526820], [-2.244895, 1.361944, -0.048417], [-2.095768, 2.600694, 0.413038], [-3.123458, 3.532704, 0.423331], [-4.597100, 5.792333, 0.829501], [-6.526551, 7.974131, 1.093099], [-8.904498, 8.431450, 0.568693], [-10.319999, 6.719618, -0.487672], [-9.404088, 4.478506, -1.053686], [-5.492421, 1.565941, -0.938783], [-3.533789, 0.002069, -0.899038], [-1.120328, 2.859700, 0.807042], [-2.924357, 4.518770, 0.828324], [-0.626148, 2.507083, 3.641523], [-1.472589, 1.121302, 3.211029], [-2.806521, 0.942044, 3.385301], [-3.300140, -0.301192, 2.795889], [-2.007439, -0.951953, 2.264069], [-0.972659, -0.003695, 2.684920], [-3.382893, 1.744128, 3.561978], [-4.015717, -0.107341, 1.996499], [-3.785677, -0.919586, 3.550343], [-2.014962, -1.052260, 1.183150], [-1.822720, -1.932457, 2.696593], [-0.037223, -0.046467, 2.314830], [-1.432635, 0.542014, -3.896745], [-0.249882, 1.545203, -4.769881], [0.306292, 0.692553, -6.249065], [0.986486, 1.873581, -3.891308], [1.438182, 3.016454, -4.094935], [1.387213, 0.971023, -3.126008], [-0.733500, 2.454627, -5.093606]],
  "forces_ev_per_a": [[-2.6, -2.1, 1.0], [1.6, 0.3, 0.8], [0.5, 0.0, 0.4], [-0.2, -0.1, -0.2], [-0.3, 0.3, 1.2], [0.9, 2.1, -0.4], [0.0, -0.1, -0.4], [0.1, 0.0, -0.1], [0.1, 0.0, 0.1], [-0.1, -0.1, 0.0], [0.0, 0.0, 0.0], [0.0, 0.0, 0.0], [-0.2, 0.0, 0.1], [-0.1, 0.1, -0.1], [0.0, 0.0, 0.0], [0.0, 0.0, 0.0], [0.1, 0.0, 0.0], [0.1, -0.1, 0.0], [0.0, -0.1, -0.1], [0.0, 0.0, 0.0], [0.0, 0.0, 0.0], [0.0, 0.1, 0.0], [0.0, 0.0, 0.0], [-0.1, 0.0, 0.0], [0.0, 0.1, 0.1], [0.0, 0.0, 0.0], [0.0, 0.0, -0.1], [-0.1, 0.0, -0.1], [0.0, 0.0, 0.1], [0.0, 0.0, 0.0], [-0.1, 0.0, 0.0], [0.0, 0.0, 0.0], [0.0, 0.0, 0.0], [0.0, 0.0, 0.0], [0.0, 0.0, 0.0], [0.0, 0.0, 0.0], [0.0, 0.0, 0.0], [0.0, 0.0, 0.0], [0.0, 0.0, 0.0], [0.0, 0.0, 0.0], [0.0, 0.0, 0.0], [0.0, 0.0, 0.0], [0.0, 0.0, 0.0], [0.0, 0.0, 0.0], [0.0, 0.0, 0.0], [0.0, 0.0, 0.0], [0.0, 0.0, 0.0], [0.0, 0.0, 0.0], [0.0, 0.0, 0.0], [0.0, 0.0, 0.0], [0.0, 0.0, 0.0], [0.0, 0.0, 0.1], [-0.4, -0.5, -0.3], [0.1, 0.0, 0.2], [0.1, 0.0, -0.1], [0.0, 0.0, 0.1], [0.0, 0.0, 0.0], [0.0, 0.1, -0.1], [0.0, 0.0, 0.0], [0.0, -0.1, 0.1], [-0.1, -0.2, -0.1], [0.0, 0.0, 0.0], [0.0, 0.0, 0.0], [0.0, 0.0, 0.0], [0.0, 0.2, 0.0], [0.2, 0.1, 0.1], [0.0, -0.1, 0.0], [0.0, -0.1, 0.0], [0.1, 0.0, 0.0], [0.0, 0.0, 0.0], [-0.1, -0.2, -0.1], [-0.2, 0.1, 0.0], [0.3, -0.2, 0.1], [-0.3, 0.2, 0.0], [-0.1, -0.1, 0.0], [0.0, 0.1, 0.0], [-0.3, 0.0, 0.0], [0.1, 0.0, 0.0], [0.1, 0.1, 0.1], [0.0, 0.0, 0.0], [0.0, 0.0, 0.0], [0.0, 0.0, 0.0], [0.0, 0.0, 0.0], [0.0, 0.0, 0.0], [0.1, 0.0, 0.0], [0.0, 0.0, 0.0], [0.0, 0.0, 0.0], [0.0, -0.1, 0.0], [-0.1, -0.1, -0.1], [0.1, -0.2, 0.1], [-0.1, 0.0, -0.1], [0.1, 0.1, 0.1], [0.1, 0.0, 0.2], [-0.2, 0.1, -0.2], [0.0, 0.0, 0.1], [0.0, 0.0, 0.0], [0.0, 0.0, 0.0], [0.0, 0.0, -0.1], [0.0, 0.0, 0.0], [0.1, -0.1, 0.0], [-0.2, 0.1, -0.3], [0.2, -0.3, -0.1], [-0.1, 0.1, 0.2], [0.1, -0.2, -0.6], [0.1, -0.3, 0.1], [0.8, 0.7, -1.7], [-0.1, 0.0, 0.0]],
  "mulliken_charge": [2.614, -1.337, 0.688, -1.401, 0.993, -1.260, 0.484, -0.250, -0.710, -0.512, -0.735, -0.599, 0.942, -0.141, -0.582, -0.714, -0.510, -0.533, 1.529, -0.376, -0.748, -0.499, -0.660, -0.854, 0.040, -0.271, -0.677, -0.443, -0.780, -0.704, 0.690, 1.311, 0.334, 0.419, 0.382, 0.416, 0.286, -0.042, 0.439, 0.352, 0.366, 0.484, 0.317, 0.427, 0.375, 0.485, 0.225, 0.419, 0.457, 0.381, 0.409, 0.412, -0.255, 0.271, -0.947, -0.461, -0.641, 0.414, -0.237, -0.171, -0.331, 0.390, 0.348, 0.395, 0.172, 0.629, -0.961, -0.423, -0.459, -0.708, 0.449, -0.690, -0.275, 1.391, -0.550, -1.307, 1.045, -0.684, -1.267, 0.135, 0.385, 0.379, 0.375, 0.425, 0.525, 0.536, 0.672, 0.281, -0.293, -0.304, -0.108, -0.478, 0.340, 0.110, 0.264, 0.225, 0.296, -0.430, 0.329, 0.064, -0.171, -0.007, -0.217, 0.017, -0.650, -0.568, 0.392]
}